# 1
{
  "formula": "C5H20ClCrN8O5",
  "method": "the ωB97M-V functional and the def2-TZVPD basis",
  "orbital_gap_ev": [7.09, 8.64],
  "multiplicity": 5,
  "lumo_energy_ev": [-2.30, -2.31],
  "e_homo_ev": [-9.389, -10.943],
  "charge": 1,
  "e_above_lowest_kcal_mol": 4.2,
  "s2": 6.0077,
  "total_energy_ha": -2521.49170,
  "symbols": ["Cr", "Cl", "C", "O", "H", "H", "H", "H", "C", "O", "N", "N", "H", "H", "H", "H", "C", "O", "N", "N", "H", "H", "H", "H", "C", "O", "N", "N", "H", "H", "H", "H", "C", "O", "N", "N", "H", "H", "H", "H"],
  "positions_angstrom": [[-0.537804, 0.447052, 0.543861], [-2.126115, 1.659125, 1.944362], [2.116661, 2.458806, 0.198097], [0.947111, 2.042815, 0.926638], [1.964452, 3.401849, -0.331107], [2.984852, 2.497036, 0.851553], [2.197238, 1.731102, -0.609688], [0.784247, 2.740705, 1.573236], [1.113949, -0.917856, 2.956506], [0.239143, -0.663568, 2.130582], [2.365390, -1.305387, 2.549822], [0.939207, -0.735995, 4.294060], [2.512671, -1.089457, 1.580377], [3.134260, -1.423261, 3.183316], [0.029883, -0.741594, 4.725895], [1.655772, -1.115374, 4.893901], [-2.407402, -2.320218, 0.122369], [-1.826083, -1.252887, 0.286146], [-3.730789, -2.442402, 0.385622], [-1.746933, -3.433409, -0.300623], [-4.206018, -1.615645, 0.702168], [-4.235248, -3.296421, 0.238550], [-0.752996, -3.358358, -0.406161], [-2.243413, -4.249038, -0.607505], [-1.624785, 2.504751, -1.842378], [-1.270506, 1.562518, -1.129737], [-2.221400, 3.594162, -1.306452], [-1.512415, 2.458605, -3.198523], [-2.889078, 4.121011, -1.838804], [-2.237343, 3.627919, -0.298576], [-1.592933, 3.292602, -3.749459], [-1.224268, 1.586027, -3.597418], [1.601039, -1.072076, -1.491459], [0.788506, -0.585595, -0.709961], [1.205465, -1.926103, -2.473628], [2.940023, -0.826167, -1.409170], [1.849706, -2.172071, -3.205034], [0.218911, -1.968293, -2.662703], [3.530427, -1.047564, -2.191512], [3.266619, -0.167346, -0.727161]],
  "atomic_forces_ev_per_a": [[-1.24, 0.52, 0.29], [0.57, -0.14, -0.34], [-0.74, -0.44, -0.60], [1.16, 1.14, 0.07], [-0.02, 0.20, 0.38], [0.15, -0.04, -0.13], [0.42, -0.11, 0.18], [-0.54, -0.28, 0.17], [0.04, 0.66, 0.21], [0.22, -0.44, 0.49], [-0.82, 0.13, -0.05], [0.55, -0.65, 0.26], [0.38, -0.25, -0.02], [0.07, 0.11, -0.08], [-0.25, 0.19, -0.52], [-0.03, 0.10, 0.03], [-0.14, 0.13, 0.19], [-0.26, -0.41, -0.18], [0.22, -0.07, -0.21], [-0.29, 0.11, -0.04], [-0.05, -0.01, -0.01], [-0.07, 0.04, 0.10], [0.02, -0.09, -0.08], [0.18, -0.12, 0.06], [-0.75, -0.24, 0.32], [0.72, -0.29, -0.55], [0.47, 0.10, -0.14], [-0.05, 0.09, 0.52], [0.05, 0.15, 0.06], [-0.29, -0.13, 0.07], [-0.02, -0.10, -0.15], [0.10, 0.09, -0.16], [-0.03, 0.14, -0.16], [0.39, 0.03, 0.05], [0.24, 0.19, 0.12], [-0.36, -0.27, -0.16], [-0.15, -0.14, -0.06], [-0.01, 0.00, -0.03], [0.18, 0.02, 0.15], [-0.01, 0.11, -0.07]],
  "nbo_charge": [1.22, -0.70, -0.25, -0.74, 0.19, 0.18, 0.17, 0.51, 0.82, -0.68, -0.83, -0.80, 0.40, 0.40, 0.42, 0.39, 0.81, -0.71, -0.82, -0.84, 0.43, 0.40, 0.41, 0.40, 0.81, -0.70, -0.83, -0.83, 0.40, 0.44, 0.41, 0.41, 0.81, -0.69, -0.82, -0.83, 0.40, 0.42, 0.40, 0.41]
}


# 2
{
  "formula": "C5H20KN10O5",
  "method": "the ωB97M-V functional and the def2-TZVPD basis",
  "orbital_gap_ev": 9.96,
  "lumo_energy_ev": -2.30,
  "e_homo_ev": -12.263,
  "charge": 1,
  "e_above_lowest_kcal_mol": 13.7,
  "total_energy_ha": -1726.31186,
  "symbols": ["K", "C", "O", "N", "N", "H", "H", "H", "H", "C", "O", "N", "N", "H", "H", "H", "H", "C", "O", "N", "N", "H", "H", "H", "H", "C", "O", "N", "N", "H", "H", "H", "H", "C", "O", "N", "N", "H", "H", "H", "H"],
  "positions_angstrom": [[15.016494, -23.093809, -2.873829], [13.170135, -26.149842, -4.375674], [13.570861, -25.464686, -3.423417], [12.681298, -25.547028, -5.493118], [13.067541, -27.496041, -4.418701], [11.927597, -25.941405, -6.026137], [12.758344, -24.543893, -5.541413], [12.623379, -27.825159, -5.254033], [13.351236, -28.115539, -3.684883], [18.319749, -21.399136, -2.009355], [17.094202, -21.447240, -2.000665], [19.002593, -20.226758, -2.228947], [19.134523, -22.456526, -1.790780], [19.996042, -20.194595, -2.364386], [18.511306, -19.465537, -2.665556], [18.656064, -23.324246, -1.600060], [20.119453, -22.306220, -1.864222], [13.308433, -23.601937, 0.284665], [12.566165, -22.658840, 0.035240], [14.150723, -23.604575, 1.377433], [13.660378, -24.562583, -0.632483], [15.014990, -24.098970, 1.418253], [13.887977, -22.786329, 1.910433], [14.307950, -25.229661, -0.258257], [13.189183, -24.794944, -1.492147], [17.346174, -25.903933, -1.735432], [17.075658, -24.711511, -1.883237], [16.589360, -26.929064, -2.251691], [18.561631, -26.328857, -1.269181], [17.001403, -27.843840, -2.247584], [15.619138, -26.760829, -2.013816], [18.599082, -27.217406, -0.803393], [19.184398, -25.592205, -0.980185], [11.502641, -21.736329, -3.459858], [12.687447, -22.042152, -3.679026], [10.970874, -21.670694, -2.235631], [10.630158, -21.545599, -4.478884], [11.456804, -21.872253, -1.372363], [9.979925, -21.519177, -2.191029], [10.969011, -21.635613, -5.418889], [9.652639, -21.359247, -4.362362]],
  "atomic_forces_ev_per_a": [[0.07, 0.24, 0.09], [-0.82, 0.79, 0.78], [0.69, -0.81, -0.21], [0.11, 0.56, -0.55], [0.02, 0.37, -0.24], [0.10, -0.19, -0.09], [-0.11, -0.02, 0.29], [0.19, -0.76, 0.09], [-0.09, 0.11, 0.08], [0.29, 0.80, -0.26], [0.00, -0.25, -0.13], [-0.25, 0.39, -0.17], [-0.67, 0.07, 0.12], [0.07, -0.22, 0.04], [-0.24, -0.10, 0.18], [0.32, -0.15, -0.09], [0.18, -0.56, 0.13], [1.93, 0.76, -1.54], [-0.51, -0.74, 0.57], [-2.34, 0.77, -0.12], [0.07, -0.26, 0.56], [0.22, 0.10, 0.22], [0.99, -0.27, 0.55], [-0.08, -0.44, -0.33], [-0.34, 0.12, 0.09], [1.38, -0.05, -1.27], [-0.31, -0.52, 0.60], [-0.63, 1.12, 0.72], [-0.31, 0.53, 0.08], [-0.39, -0.25, 0.22], [-0.14, -0.68, -0.69], [0.30, 0.02, 0.09], [0.11, -0.27, 0.21], [0.93, -1.00, -0.01], [-0.24, 0.24, 0.01], [-0.84, 0.39, 0.33], [-0.15, 0.14, -0.71], [0.41, -0.18, -0.18], [-0.01, 0.07, 0.32], [0.11, 0.07, 0.07], [0.00, 0.07, 0.16]],
  "nbo_charge": [0.96, 0.80, -0.75, -0.84, -0.81, 0.40, 0.41, 0.40, 0.41, 0.79, -0.72, -0.84, -0.85, 0.38, 0.41, 0.42, 0.39, 0.79, -0.69, -0.86, -0.87, 0.40, 0.42, 0.37, 0.44, 0.78, -0.70, -0.84, -0.83, 0.40, 0.40, 0.40, 0.40, 0.79, -0.76, -0.82, -0.83, 0.45, 0.38, 0.40, 0.39]
}


# 3
{
  "formula": "C5H20N2O5",
  "method": "the ωB97M-V functional and the def2-TZVPD basis",
  "smiles": "CCN(C)CC(N)=O.O.O.O.O",
  "orbital_gap_ev": 9.90,
  "lumo_energy_ev": 0.21,
  "e_homo_ev": -9.691,
  "charge": 0,
  "e_above_lowest_kcal_mol": 67.5,
  "total_energy_ha": -688.15483,
  "symbols": ["C", "C", "N", "C", "C", "C", "N", "O", "H", "H", "H", "H", "H", "H", "H", "H", "H", "H", "H", "H", "H", "H", "O", "H", "H", "O", "H", "H", "O", "H", "H", "O"],
  "positions_angstrom": [[-1.185073, -1.181768, 1.394852], [-1.349802, -0.053927, 0.386397], [-0.054472, 0.704737, 0.257075], [0.117197, 1.607957, 1.480776], [-0.104558, 1.489230, -1.006300], [-0.258011, 0.640021, -2.219062], [0.382543, -0.584770, -2.188743], [-0.945774, 1.024774, -3.160318], [-2.076095, -1.638060, 1.698176], [-0.542450, -1.011490, 2.241889], [-0.619666, -1.980718, 0.857231], [-1.705640, -0.538173, -0.518257], [-2.159763, 0.725676, 0.662325], [-0.837029, 2.035518, 1.881898], [0.613399, 1.009768, 2.265434], [0.831756, 2.464401, 1.268964], [0.831982, 2.132692, -1.096139], [-1.024614, 2.161581, -1.226450], [0.206649, -1.327168, -2.880384], [1.095192, -0.844173, -1.436291], [1.551874, -0.676776, 1.321034], [1.788882, -1.655364, 2.465571], [1.797830, -1.555287, 1.509737], [4.755216, -1.279545, 0.026020], [3.895942, -0.633893, 0.716001], [4.658555, -1.134877, 0.915644], [-2.466470, -1.778940, -3.520496], [-2.304611, -0.730727, -2.519450], [-2.955391, -1.373531, -2.782087], [-1.190562, 0.583589, 3.384822], [-0.312188, 0.928543, 4.598101], [-0.798572, 1.314471, 3.905986]],
  "atomic_forces_ev_per_a": [[1.64, -0.76, -1.52], [-0.43, 1.63, 1.48], [-0.95, 1.18, -0.34], [0.85, -0.02, -1.22], [-0.18, 1.63, 0.40], [0.64, -1.34, -1.12], [1.16, -0.81, 0.80], [0.44, -0.72, 0.60], [-1.58, -0.38, 0.51], [-0.04, 0.56, 0.43], [-0.39, 0.46, 0.38], [0.41, 0.31, -0.34], [0.94, -1.19, -0.19], [0.81, -0.39, -0.69], [-0.46, 0.44, -0.46], [-0.89, -1.03, -0.10], [-1.17, -0.79, 0.10], [1.28, -0.54, 1.28], [0.12, 1.08, 0.39], [-1.87, 0.81, -1.35], [-0.80, 1.80, -0.39], [0.14, 0.05, -0.03], [0.71, -1.78, 0.25], [1.93, -1.66, -3.67], [-2.10, 1.28, 1.34], [0.40, 0.30, 2.36], [-0.65, -0.04, 0.20], [0.13, 0.87, 0.28], [0.36, -0.80, -0.64], [0.34, 0.53, 0.67], [0.79, -0.88, 1.48], [-1.58, 0.19, -0.89]],
  "nbo_charge": [-0.63, -0.23, -0.48, -0.43, -0.34, 0.65, -0.85, -0.62, 0.22, 0.19, 0.23, 0.21, 0.17, 0.21, 0.20, 0.21, 0.23, 0.22, 0.41, 0.42, 0.47, 0.47, -0.94, 0.45, 0.45, -0.90, 0.46, 0.47, -0.93, 0.47, 0.47, -0.94]
}